Entry 1:
# C58H75ClF6N2O8P3S2

A 7-piece molecular cluster, C58H75ClF6N2O8P3S2 overall in a non-equilibrium geometry (ωB97M-V/def2-TZVPD, OMol25).

The geometry in ORCA input format:
```
! RIJCOSX wB97M-V def2-TZVPD def2/J DEFGRID3
* xyz 1 1
C -6.2166 -1.6291 5.8997
O -4.8646 -1.8585 6.4939
C -5.1401 -1.9953 7.9355
C -3.8500 -2.4686 8.8318
C -2.5679 -2.9495 7.9228
C -2.7422 -4.4238 7.2163
C -1.5987 -5.5207 7.7363
C -0.2571 -5.4502 6.7437
C 0.5154 -4.0194 6.9713
C 1.9785 -3.9082 6.2350
C 2.2453 -2.2724 6.0095
C 2.1673 -1.9265 4.4015
C 0.8417 -1.0690 3.9641
C 1.1385 0.1800 2.9263
C 0.8714 -0.2270 1.3248
C 1.8840 0.4527 0.2616
C 2.3097 2.1131 0.7348
C 1.5976 3.3382 -0.2726
O 3.1822 2.8969 -0.3048
O 1.2567 -1.6463 1.3347
C 0.4862 -2.5313 0.5043
P 1.0272 -2.6549 -1.3434
N 0.5400 -1.2484 -2.3087
O 2.8030 -2.6984 -1.2726
C -1.1706 -2.4362 0.6973
S -1.8567 -3.0987 -0.9302
P -1.7816 -3.7252 2.0265
O -2.3017 -5.0567 1.2791
O -0.5289 -4.2487 3.1129
O -3.1274 -3.1580 2.9716
N -1.6567 -1.0686 1.1014
P -3.3148 -0.8078 0.4648
S -3.3430 0.1273 -1.2809
C -0.6890 0.0710 0.8406
C -1.2323 1.5602 1.2565
C -2.1808 1.6685 2.5746
O -3.2776 2.4691 2.4471
Cl -1.9809 0.8518 4.2167
H -6.9055 -1.1316 6.7142
H -6.1925 -0.8955 4.9748
H -6.7195 -2.6443 5.5823
H -5.4937 -0.9471 8.3788
H -6.0165 -2.7775 8.0529
H -3.4946 -1.5345 9.4644
H -4.1697 -3.3038 9.6224
H -2.2528 -2.1598 7.0925
H -1.6465 -3.0373 8.6561
H -2.5219 -4.2860 6.0571
H -3.8299 -4.8367 7.3432
H -2.0733 -6.6024 7.7030
H -1.3118 -5.3210 8.8626
H 0.4569 -6.3708 6.9286
H -0.6364 -5.4592 5.6286
H -0.1684 -3.1703 6.4870
H 0.6729 -3.7768 8.1074
H 2.8128 -4.3277 6.9473
H 2.0552 -4.5208 5.2306
H 1.5147 -1.6241 6.6602
H 3.3499 -2.0411 6.3515
H 2.1811 -2.9185 3.7583
H 3.1417 -1.3345 4.1355
H -0.0652 -1.7256 3.5788
H 0.4391 -0.5541 4.9636
H 0.6632 1.1985 3.2369
H 2.3201 0.3497 2.9790
H 1.4429 0.6969 -0.8018
H 2.9225 -0.0853 0.2470
H 2.4377 2.3720 1.9557
H 1.4408 4.3821 0.2456
H 0.9693 2.8889 -1.1526
H 0.7208 -3.6343 0.9111
H 0.1034 -1.5131 -3.2335
H 1.3791 -0.6654 -2.5205
H 3.1159 -2.0549 -1.9751
H -1.4237 -4.4282 -1.0915
H -0.4961 -5.2441 3.2231
H -2.7018 -2.7837 3.8225
H -1.7680 -1.0950 2.1606
H -4.0911 0.0824 1.3431
H -4.1282 -2.0325 0.4463
H -0.6044 0.1087 -0.3530
H -1.8398 1.9924 0.3236
H -0.3641 2.3618 1.4296
F -7.9149 5.4814 -1.9876
C -7.0484 4.8013 -1.2251
C -6.5136 5.4051 -0.0924
C -5.6154 4.6956 0.7047
C -5.2533 3.3927 0.3537
C -5.7917 2.7973 -0.7880
C -6.6983 3.5030 -1.5786
H -6.8001 6.4208 0.1600
H -5.1976 5.1558 1.5967
H -4.5492 2.8413 0.9732
H -5.5052 1.7846 -1.0615
H -7.1333 3.0522 -2.4644
F 1.7689 -3.8980 -3.9854
C 0.8728 -4.5153 -4.7668
C 0.1329 -3.7713 -5.6792
C -0.7966 -4.4144 -6.4966
C -0.9836 -5.7943 -6.3846
C -0.2397 -6.5317 -5.4622
C 0.6975 -5.8900 -4.6529
H 0.2858 -2.6991 -5.7463
H -1.3745 -3.8428 -7.2186
H -1.7119 -6.2949 -7.0192
H -0.3900 -7.6050 -5.3739
H 1.2906 -6.4491 -3.9369
F 2.6819 4.9700 -5.1920
C 2.9156 5.9031 -4.2596
C 2.7413 7.2458 -4.5766
C 2.9796 8.2174 -3.6046
C 3.4006 7.8355 -2.3284
C 3.5776 6.4856 -2.0215
C 3.3285 5.5138 -2.9903
H 2.4218 7.5240 -5.5756
H 2.8387 9.2693 -3.8400
H 3.5906 8.5939 -1.5719
H 3.9093 6.1910 -1.0287
H 3.4524 4.4595 -2.7662
F 1.0900 -8.2440 -2.9808
C 2.1493 -8.9833 -3.3357
C 2.9642 -9.5288 -2.3498
C 4.0643 -10.3029 -2.7188
C 4.3438 -10.5139 -4.0713
C 3.5227 -9.9579 -5.0535
C 2.4164 -9.1933 -4.6840
H 2.7364 -9.3472 -1.3045
H 4.7032 -10.7402 -1.9555
H 5.2045 -11.1140 -4.3587
H 3.7446 -10.1202 -6.1055
H 1.7626 -8.7612 -5.4342
F 5.9201 2.3216 -11.1734
C 5.3735 2.8184 -10.0558
C 4.1355 3.4482 -10.1212
C 3.5636 3.9611 -8.9570
C 4.2419 3.8479 -7.7409
C 5.4863 3.2184 -7.6864
C 6.0527 2.6958 -8.8488
H 3.6272 3.5342 -11.0761
H 2.5925 4.4484 -8.9962
H 3.7974 4.2520 -6.8339
H 6.0142 3.1351 -6.7395
H 7.0151 2.1955 -8.8230
F 2.5790 10.9995 -3.1432
C 1.6185 11.7386 -2.5724
C 1.9641 12.8967 -1.8846
C 0.9639 13.6693 -1.2945
C -0.3712 13.2688 -1.3896
C -0.7075 12.1021 -2.0778
C 0.2918 11.3358 -2.6772
H 3.0071 13.1875 -1.8140
H 1.2229 14.5805 -0.7612
H -1.1506 13.8693 -0.9254
H -1.7468 11.7902 -2.1470
H 0.0473 10.4309 -3.2236
*
```

Its total energy is -159064.9763 eV. The calculation puts the HOMO-LUMO gap at 6.38 eV.

***

Entry 2:
# C58H78N6O2Sr

C58H78N6O2Sr as an isolated structure in a non-equilibrium geometry (ωB97M-V/def2-TZVPD, OMol25).

The geometry in ORCA input format:
```
! RIJCOSX wB97M-V def2-TZVPD def2/J DEFGRID3
* xyz 0 1
Sr -0.7869 0.8781 -0.2496
C -5.2408 1.5091 -0.8216
N -4.1579 1.6512 0.1419
C -4.4449 2.8142 0.9691
C -4.0683 0.4538 0.9788
C -3.4859 -0.7668 0.2586
N -2.0521 -1.0170 0.4518
C -1.6681 -2.0699 -0.5104
C -0.2607 -2.6057 -0.4204
C -0.0641 -3.9585 -0.1818
C 1.1828 -4.5448 -0.3074
C 2.2362 -3.7118 -0.6933
C 2.0976 -2.3558 -0.9278
C 0.8103 -1.7564 -0.7910
O 0.5770 -0.5034 -1.0481
C 3.2809 -1.5163 -1.4172
C 3.4657 -0.3054 -0.4903
C 2.9709 -1.0488 -2.8486
C 4.6069 -2.2830 -1.4325
C 1.4284 -6.0418 -0.1434
C 1.8214 -6.6245 -1.5120
C 2.5672 -6.2929 0.8543
C 0.1890 -6.7950 0.3468
C -1.8157 -1.4998 1.8216
C -0.3946 -1.5682 2.3489
C -0.0381 -2.7007 3.0626
C 1.1102 -2.7368 3.8375
C 1.8754 -1.5751 3.8772
C 1.5902 -0.4192 3.1633
C 0.4200 -0.4011 2.3481
O 0.0352 0.6316 1.6590
C 2.4872 0.8028 3.4343
C 3.9725 0.3985 3.4733
C 2.1082 1.3743 4.8121
C 2.3525 1.9298 2.4039
C 1.4935 -3.9153 4.7283
C 0.6349 -5.1552 4.4703
C 2.9666 -4.2928 4.5051
C 1.3011 -3.4971 6.1960
H -6.2162 1.4057 -0.3168
H -5.0890 0.6352 -1.4477
H -5.2711 2.3818 -1.4732
H -5.3626 2.6824 1.5656
H -4.5779 3.6855 0.3255
H -3.6234 3.0179 1.6454
H -5.0711 0.1893 1.3595
H -3.4507 0.6986 1.8428
H -3.6588 -0.6536 -0.8147
H -4.0546 -1.6516 0.5902
H -1.7910 -1.6422 -1.5139
H -2.3726 -2.9128 -0.4193
H -0.9246 -4.5638 0.0808
H 3.2100 -4.1614 -0.8314
H 2.5864 0.3320 -0.5270
H 4.3465 0.2746 -0.7814
H 3.5980 -0.6556 0.5347
H 2.0360 -0.4922 -2.8583
H 2.8695 -1.9119 -3.5106
H 3.7681 -0.4061 -3.2341
H 4.8833 -2.6033 -0.4261
H 5.3928 -1.6226 -1.8039
H 4.5664 -3.1537 -2.0888
H 2.7529 -6.1861 -1.8707
H 1.0447 -6.4081 -2.2472
H 1.9502 -7.7080 -1.4470
H 3.4939 -5.8247 0.5242
H 2.7489 -7.3642 0.9679
H 2.3118 -5.8799 1.8303
H -0.6080 -6.7623 -0.3979
H -0.1861 -6.3752 1.2817
H 0.4409 -7.8423 0.5227
H -2.2767 -2.4958 1.9336
H -2.3468 -0.8253 2.5022
H -0.6961 -3.5612 3.0241
H 2.7457 -1.5733 4.5206
H 4.2129 -0.1959 4.3543
H 4.5943 1.2956 3.5076
H 4.2427 -0.1734 2.5862
H 2.2301 0.6186 5.5891
H 1.0660 1.6999 4.8128
H 2.7433 2.2299 5.0590
H 2.4723 1.5550 1.3886
H 3.1156 2.6906 2.5941
H 1.3747 2.3953 2.4772
H 0.7307 -5.4896 3.4364
H -0.4174 -4.9629 4.6843
H 0.9592 -5.9672 5.1236
H 3.1592 -4.4567 3.4445
H 3.2153 -5.2047 5.0528
H 3.6330 -3.5046 4.8545
H 0.2615 -3.2217 6.3798
H 1.9293 -2.6402 6.4396
H 1.5662 -4.3176 6.8678
C -1.2807 3.8028 3.5766
C -0.5686 4.9597 3.2961
C 0.0327 5.0839 2.0594
C -0.1372 4.0738 1.1067
N -0.9350 3.0293 1.3393
C -1.4359 2.8786 2.5570
C 0.6299 4.0430 -0.1603
C 1.7377 4.8669 -0.3359
C 2.5092 4.7009 -1.4769
C 2.1402 3.7631 -2.4134
C 0.9820 2.9910 -2.2031
N 0.2592 3.1380 -1.0760
C 0.5332 2.0086 -3.1904
C 1.1750 1.8888 -4.4457
C 0.8572 0.8542 -5.2838
C -0.0874 -0.0839 -4.8452
C -0.7172 0.1440 -3.6542
N -0.5169 1.2251 -2.8728
H -1.7007 3.6266 4.5560
H -0.4580 5.7291 4.0483
H 0.6317 5.9553 1.8398
H -1.9675 1.9539 2.7401
H 2.0412 5.5767 0.4176
H 3.4031 5.2927 -1.6215
H 2.7696 3.5979 -3.2731
H 1.9209 2.6072 -4.7570
H 1.3390 0.7499 -6.2463
H -0.3173 -0.9574 -5.4381
H -1.4930 -0.5308 -3.3195
C -2.6439 6.4107 -4.0846
N -1.8931 5.2891 -3.4886
C -2.5652 4.7883 -2.2619
C -1.6655 4.1779 -4.5247
C -2.7819 3.1741 -4.5554
C -3.8728 3.3698 -5.4106
C -4.9299 2.4787 -5.3863
C -4.8677 1.3815 -4.5336
C -3.7476 1.1768 -3.7380
C -2.6841 2.0823 -3.6819
H -2.8671 7.1683 -3.3359
H -3.5767 6.0238 -4.4899
H -2.0646 6.8636 -4.8865
H -0.9694 5.6200 -3.2098
H -3.5758 4.4806 -2.5131
H -2.5937 5.5812 -1.5143
H -2.0295 3.9242 -1.8735
H -0.7574 3.6674 -4.2321
H -1.5124 4.6620 -5.4905
H -3.9015 4.2217 -6.0880
H -5.7875 2.6280 -6.0298
H -5.7040 0.6899 -4.5024
H -3.7162 0.2706 -3.1334
*
```

Its total energy is -75282.9841 eV. The calculation puts the HOMO-LUMO gap at 5.48 eV.